# C25H70O10

10 unconnected molecules or ions with the total composition C25H70O10 in a non-equilibrium geometry (ωB97M-V/def2-TZVPD, the OMol25 dataset).

XYZ file:
```
105
Properties=species:S:1:pos:R:3:forces:R:3:lowdin_spin:R:1
C 3.0985 -3.1140 -2.4664 0.0193 -0.9158 -0.1357 0.05
C 2.0535 -3.0278 -3.5750 2.1468 -0.5074 0.5869 0.02
O 1.1266 -2.1291 -3.1361 -1.3422 1.9745 -0.9273 0.00
H 3.9208 -3.7533 -2.7877 0.2467 0.0141 0.2428 0.01
H 2.6009 -3.5823 -1.6172 0.1855 -0.1517 0.2040 0.02
H 3.4535 -2.1456 -2.1138 0.0340 0.1138 -0.3912 0.00
H 1.6205 -4.0163 -3.7280 -0.0421 -0.1787 -0.2487 0.01
H 2.5428 -2.6939 -4.4900 -0.3169 0.1160 -0.2700 0.00
H 0.5829 -2.5996 -2.5001 -0.8032 -0.1991 0.7416 0.00
C 2.0295 1.6905 3.8008 0.1289 -0.1598 1.3305 0.00
C 1.9163 2.4402 5.1357 -0.5965 0.9618 -1.3196 0.00
O 1.4722 1.6112 6.1568 0.3560 -1.6167 1.3741 0.01
H 1.0905 1.1483 3.6900 0.0846 -0.0419 -0.4378 0.00
H 2.8439 0.9815 3.9498 -0.0444 -0.2717 -0.3426 0.00
H 2.2555 2.3202 2.9402 -0.2733 0.0145 0.2303 0.00
H 1.0893 3.1499 5.1150 0.5367 0.9885 -0.7742 0.00
H 2.8748 2.8769 5.4165 -0.0096 0.4018 -0.1845 0.00
H 1.9255 1.9132 6.9473 -0.2099 -0.2908 0.2002 0.00
C 2.2411 4.1073 0.6125 0.2479 1.7088 -1.7317 0.00
C 0.7528 4.4876 0.6096 0.0296 -2.1732 1.0463 0.00
O 0.0535 3.3005 0.9142 -1.3879 -0.2032 1.4342 0.00
H 2.5172 3.4907 -0.2429 -0.3476 -0.1075 -0.1566 0.00
H 2.7326 3.6240 1.4568 -0.8435 0.3420 0.3916 0.00
H 2.7009 5.0760 0.4167 0.8440 0.0470 0.1559 0.00
H 0.2645 4.8579 -0.2918 0.9945 0.5687 -0.4018 0.00
H 0.5154 5.1588 1.4350 0.1810 0.2936 -0.0664 0.00
H -0.0288 2.7094 0.1622 0.4010 -0.2994 -0.6013 0.00
C -3.5897 2.7924 1.0287 -0.1347 -0.0116 0.7311 0.00
C -3.0820 2.8582 2.5544 -1.4290 0.0789 -3.9700 0.00
O -2.2691 3.9834 2.6382 0.0946 0.6293 1.6878 0.00
H -4.3830 2.0505 0.9367 0.1670 -0.3636 -0.1712 0.00
H -2.7752 2.6062 0.3288 0.1948 -0.5402 0.2638 0.00
H -4.0116 3.7052 0.6079 -0.1358 0.4472 0.7104 0.00
H -2.7049 1.8438 2.6840 0.8056 0.2743 0.7040 0.00
H -3.9852 2.9786 3.1525 0.3356 0.2466 0.3804 0.00
H -1.4178 3.9172 2.1995 0.1351 -0.8608 -0.4759 0.00
C 3.8979 1.6682 -4.3104 -0.4366 -0.6513 1.1674 0.01
C 2.6894 0.7297 -4.4278 1.3686 0.0434 -1.3428 0.01
O 1.8327 0.7097 -3.3411 -0.2595 0.5922 0.6425 0.00
H 4.5929 1.3084 -3.5517 0.0361 -0.2656 0.0755 0.00
H 3.5667 2.6244 -3.9054 0.0527 0.3449 -0.6235 0.00
H 4.4586 1.6944 -5.2448 -0.2913 0.4085 -0.0422 0.00
H 3.0410 -0.2933 -4.5612 0.2815 -0.1136 -0.3231 0.00
H 2.1446 1.0071 -5.3302 -0.1702 0.0563 -0.2533 0.00
H 1.3671 -0.1186 -3.4779 -0.5592 -0.6023 0.7201 0.00
C 1.7599 -0.2374 0.1548 -0.2848 -0.4158 0.0842 0.01
C 0.4303 0.0478 -0.5069 -0.5698 0.3595 0.5989 0.00
C -0.7165 0.0170 0.5278 1.2056 0.4752 0.4386 0.00
O 0.4975 1.3721 -1.0438 -1.0612 0.5965 0.3332 0.00
H 1.9627 0.4905 0.9403 0.0929 0.3177 -0.2284 0.00
H 2.5021 -0.2191 -0.6433 0.3481 -0.0888 0.3279 0.00
H 1.7356 -1.1965 0.6720 0.1775 -0.2678 -0.2816 0.00
H 0.2354 -0.7000 -1.2756 -0.0015 0.1536 -0.2387 0.00
H -0.3874 0.6297 1.3671 0.1980 0.1851 0.2367 0.00
H -0.7654 -0.9876 0.9478 -0.5640 -0.0927 -0.2650 0.00
H -1.6635 0.4875 0.2633 -0.0725 -0.6148 -0.5877 0.00
H 1.0242 1.4612 -1.8414 0.3267 -0.5803 -0.2852 0.00
C -1.9805 -5.3216 -2.3657 -0.9196 -0.3400 -1.0998 0.06
C -1.4607 -3.9807 -2.7801 0.5058 1.6734 0.4187 0.01
C -2.4364 -2.8130 -2.8220 -1.9565 -0.9181 -0.2440 0.01
O -0.6334 -3.5304 -1.7279 1.4002 0.4443 0.8855 0.02
H -1.2208 -6.1009 -2.3036 0.2648 0.2847 0.1709 0.03
H -2.6712 -5.6641 -3.1362 -0.3218 -0.1727 0.0612 0.01
H -2.5071 -5.2406 -1.4148 0.0242 -0.0454 0.0052 0.01
H -0.8635 -3.9360 -3.6908 -0.0093 -0.6739 -0.2972 0.00
H -2.0472 -1.8043 -2.9606 0.5768 -0.3387 0.1578 0.00
H -2.9781 -2.8875 -1.8790 0.0432 0.4609 0.2190 0.00
H -3.2238 -2.9367 -3.5655 0.0146 -0.1336 -0.4024 0.00
H -0.3744 -4.2616 -1.1625 0.4022 -0.4534 0.4333 0.01
C -0.2925 -1.1737 5.7423 0.1667 -0.2535 0.4154 0.01
C -1.7920 -1.4220 5.5075 0.7119 1.7044 -1.0089 0.01
C -2.3695 -0.2282 4.7028 -0.8184 -0.4264 0.1604 0.00
O -1.9707 -2.5612 4.6701 -0.1726 0.0740 0.5270 0.02
H -0.0558 -0.2565 6.2816 -0.3434 0.3153 -0.4144 0.00
H 0.2211 -1.2016 4.7812 -0.0807 0.3694 -0.1205 0.00
H 0.2509 -1.9060 6.3395 -0.4460 -0.6378 0.1344 0.01
H -2.3671 -1.4556 6.4328 0.0354 -0.5102 0.1993 0.00
H -2.7693 0.5888 5.3035 0.6202 0.1297 0.4326 0.00
H -3.2889 -0.5688 4.2266 0.0850 -0.2977 -0.3834 0.00
H -1.7078 0.1756 3.9366 0.1453 -0.1915 0.1009 0.00
H -1.4534 -3.2631 5.0718 0.0723 -0.3560 -0.0755 0.01
C -1.1812 -5.6045 2.7037 0.6868 -0.1694 -0.8895 0.08
C -0.4860 -4.6756 1.6958 -0.5171 -0.2557 1.3467 0.03
C 0.5513 -3.8124 2.3870 0.0278 -0.2768 -0.7430 0.06
O 0.0845 -5.3879 0.6086 -0.8007 0.6824 -0.4060 0.22
H -1.8107 -6.3115 2.1635 -0.3558 0.1416 0.1200 0.02
H -1.7362 -5.0066 3.4266 -0.1013 -0.1872 0.1024 0.01
H -0.3985 -6.2059 3.1660 -0.0771 -0.0004 0.4022 0.03
H -1.2498 -3.9832 1.3419 0.0095 -0.1410 -0.6584 0.00
H 0.0636 -3.1423 3.0949 0.1898 0.2358 -0.0835 0.00
H 1.0024 -3.3241 1.5232 0.3937 0.6989 0.4208 0.01
H 1.3224 -4.4046 2.8797 -0.0581 -0.0628 0.0599 0.03
H 0.7364 -5.9945 0.9673 0.5010 -0.4943 0.0460 0.09
C -0.0030 4.0222 -4.3195 1.0633 -1.4373 0.0356 0.00
C -1.1074 4.3664 -5.2591 0.1320 0.8744 -0.0467 0.00
C -2.2897 5.0268 -4.5018 0.2673 -0.8266 -1.3741 0.00
O -0.4739 5.2296 -6.2405 -0.6091 0.0867 0.3125 0.00
H 0.7173 3.4232 -4.8766 0.4760 0.4245 -0.3150 0.00
H -0.2452 3.2637 -3.5751 -0.6142 0.4710 0.4623 0.00
H 0.5109 4.8823 -3.8903 -0.2372 0.0157 0.0576 0.00
H -1.3770 3.4766 -5.8281 -0.5298 -0.2352 0.3709 0.00
H -2.0380 6.0591 -4.2588 0.0650 -0.2295 0.5027 0.00
H -2.5301 4.3489 -3.6827 0.0619 0.5195 0.4050 0.00
H -3.1858 5.0480 -5.1220 -0.0619 0.1182 -0.1896 0.00
H -1.1178 5.3432 -6.9434 0.0175 0.1727 -0.1772 0.00
```
Forces are in eV/Å.

DFT total energy: -1746.75612 Ha
Net charge: -1
Maximum force: 0.082 hartree/bohr
Spin multiplicity: 2
Lowest unoccupied orbital energy (spin up / spin down): 2.221 / 2.176 eV
Kohn-Sham gap (spin up / spin down): 0.0541 / 0.3495 hartree



# CH7N3OP

A gas-phase ion, CH7N3OP (charge +1) in a non-equilibrium geometry (ωB97M-V/def2-TZVPD, the OMol25 dataset).

XYZ file:
```
13
Properties=species:S:1:pos:R:3:forces:R:3:lowdin_spin:R:1
C -0.1199 -0.7663 -0.0561 0.1353 -2.7404 -0.1178 0.03
N 0.5396 -1.8959 -0.4500 3.3621 -0.9210 -1.3741 0.01
N -0.9069 -1.1169 0.9747 -1.3668 4.0217 0.7377 0.00
N 0.5076 2.0333 0.8213 0.6326 -0.3691 3.6136 0.87
O -0.0131 0.2117 -0.8700 -0.9322 -0.3678 1.4684 0.26
P 0.1504 2.2183 -0.7297 -1.9476 2.0176 -5.6189 0.71
H 1.2783 -2.4024 0.1310 -1.8711 1.0528 -0.5197 0.00
H 0.9684 -1.7404 -1.3802 -0.3423 -0.1967 0.8131 0.00
H -0.7369 -2.0322 1.3402 -0.3237 -0.2414 0.2106 0.00
H -1.5655 -0.4444 1.4754 1.5100 -1.4453 -0.9465 0.00
H -0.1011 2.5400 1.5027 0.5516 -0.3234 -0.7025 0.02
H -0.9560 3.0623 -1.1245 0.8874 -0.4672 0.6614 0.05
H 1.0401 2.2143 -1.8865 -0.2952 -0.0199 1.7748 0.05
```
Forces are in eV/Å.

DFT total energy: -622.73701 Ha
Net charge: +1
Maximum force: 0.122 hartree/bohr
Spin multiplicity: 3
Lowest unoccupied orbital energy (spin up / spin down): -3.430 / -7.540 eV
Kohn-Sham gap (spin up / spin down): 0.2877 / 0.2700 hartree



The ΔE to the lowest compared entry with this formula, charge and spin results, record by record, are as follows: 8.4 0.0 kcal/mol.